(1)
This record from OMol25 describes a cluster of 8 separate species, C47H91FN13O6P2 in total. The level of theory is the ωB97M-V functional and the def2-TZVPD basis.

Calculated values
Spin multiplicity ... 1
E_HOMO ... -9.26 eV
Calculated total energy ... -103156.310 eV
Orbital gap ... 6.32 eV
Maximum force ... 3.8 eV Å⁻¹
Total charge ... +1

```
160
Properties=species:S:1:pos:R:3:forces:R:3
O 5.775384 -7.453000 1.520100 -0.4 0.8 -0.5
C -10.028879 2.439198 -0.348512 -0.3 -0.1 0.1
H -0.032314 6.056985 4.387789 0.0 -0.1 0.1
H 4.124666 -2.543794 2.120342 -0.1 0.7 0.2
N -2.444445 -4.901348 4.893666 -2.8 -1.3 1.4
C 0.490760 0.497937 -1.360945 0.0 -0.4 -0.1
H 3.973699 -7.125006 0.463864 0.4 0.0 -0.1
H -12.008392 1.742071 -0.903206 0.0 0.0 0.0
H -1.258091 4.986814 -1.821804 -0.1 0.0 0.0
H 0.760189 5.582576 1.464118 0.0 0.0 0.0
C 7.601012 -3.159828 -1.620144 0.2 -0.6 -0.6
H 1.593264 -2.881236 3.355777 -0.1 0.1 0.2
H -3.693918 2.669647 -2.975886 -0.1 0.1 0.1
H -0.773285 7.992029 -4.086930 0.0 0.0 0.0
H -1.107265 -1.914756 4.392054 0.1 -0.3 0.0
H 0.452541 3.661593 4.764626 0.0 -0.1 -0.1
N 1.137754 2.540834 1.912101 -0.6 -0.1 0.2
H 4.006936 -2.884982 0.412094 0.4 -0.1 0.4
C 2.275976 -0.532509 1.950268 -0.4 0.7 0.0
C -11.263445 1.573068 -0.123215 0.0 0.0 0.1
H -1.753087 5.675395 -3.372422 -0.1 0.0 0.0
C -4.379552 2.788106 1.153684 0.1 0.3 0.0
H 6.260216 -1.004782 -1.257779 0.1 -0.3 0.1
C -4.589139 1.596647 -4.629553 -0.1 -0.1 -0.3
P 3.873880 0.958695 -2.452195 3.7 0.8 0.2
C 7.680688 -0.366340 1.567992 -0.8 0.1 1.0
H 0.526396 0.388844 -5.080078 -0.2 0.0 0.0
C -2.633183 6.564771 -1.685541 0.2 -0.3 -0.3
H 7.683062 0.416898 2.339853 0.1 0.1 -0.4
H -11.011624 0.511444 -0.113934 0.0 0.0 -0.1
H 0.581177 6.332130 -2.772204 0.0 -0.1 0.1
H 5.165291 -2.375208 -1.195646 0.1 0.0 0.3
H -8.492986 2.835157 -1.825213 0.0 0.0 -0.1
N -0.621908 -3.983894 4.214631 2.8 1.8 -1.4
C -1.483289 5.918892 -2.342669 0.0 0.3 0.3
H 3.155596 -9.421864 1.704542 0.1 0.1 0.2
C 1.745183 1.713537 -6.256248 0.0 -0.1 0.0
H -4.858208 -7.433692 5.547008 0.0 0.1 -0.1
H -5.264191 6.124137 1.678255 0.0 0.0 0.0
H -3.383934 -9.229445 6.418063 0.0 0.0 0.0
C 6.413022 -1.220854 1.824128 1.5 -0.5 -0.6
C -0.540665 -2.595554 3.739912 0.7 -0.1 -0.3
H 5.989482 2.166952 0.889298 0.4 -1.0 0.3
C -5.869216 0.871392 -5.029675 0.0 -0.1 0.0
C 7.017332 -4.532121 -1.996999 1.1 0.9 0.5
H 5.432239 -6.191931 -1.089991 0.4 0.2 -0.3
C 5.403092 -1.234049 0.687106 -1.0 -1.3 0.0
N -1.311938 1.015596 0.281071 0.1 -0.4 -0.4
H -6.725076 1.547379 -5.038015 0.0 0.0 0.1
O 7.402951 -5.432883 -0.978059 -0.9 -0.1 -0.4
H 4.622341 1.216449 2.549289 0.9 -0.5 -0.1
C 1.565672 -0.578684 -1.610803 -0.1 -0.4 -0.1
N -2.133683 2.817183 2.488042 0.0 0.1 0.2
C 0.176035 2.849313 -3.986163 -0.4 0.1 -0.3
C -3.126145 2.804367 1.911938 -0.1 -0.3 0.0
H 2.331197 2.510979 -2.215819 0.0 0.8 -0.2
H -5.659885 4.215659 0.180802 0.1 -0.1 -0.1
C -4.754170 4.225486 0.790365 -0.2 0.4 0.0
H 0.566857 -1.745238 1.463913 -0.2 0.4 0.0
C -2.992265 -5.802516 4.423932 0.0 0.1 -0.3
C 6.208762 -6.251841 0.920058 1.0 -0.1 -0.6
H 2.335663 2.090735 -5.416533 -0.1 0.2 -0.1
H -4.539021 -6.564801 3.236194 0.1 0.1 0.0
N 0.716041 3.263819 -3.063134 -0.1 -0.1 0.1
H 6.693918 -7.400830 -0.891267 0.2 0.2 0.2
C -3.686814 -6.943249 3.801616 0.1 0.1 0.3
C 5.963914 -1.863118 -0.628110 0.7 0.9 0.3
C 4.122195 -2.067736 1.139562 -0.4 -0.4 -1.5
H -0.329717 -4.561448 3.428644 0.1 -0.2 0.3
H 8.569449 -0.969347 1.762368 -0.1 0.1 -0.4
N -3.520504 7.078480 -1.171010 -0.1 0.0 0.1
H 1.568958 -0.862572 -2.670935 0.2 0.2 0.2
H 1.234883 -1.500802 4.448783 0.1 -0.1 -0.2
C 0.381616 1.200284 -5.800563 0.3 0.0 -0.2
H -1.008928 -2.568108 2.745965 -0.1 0.0 0.3
P 4.799015 1.469032 1.175853 -2.2 2.1 -1.3
H -10.056427 2.397749 -2.518505 0.0 -0.1 0.0
H -2.292290 -9.027319 5.044455 0.0 0.0 0.0
H -0.669742 3.098841 -5.889129 0.0 0.0 0.1
C -8.915551 0.790258 -1.805782 -0.1 0.4 -0.2
H -0.826897 1.193825 1.161019 0.2 0.7 -0.3
H -11.721895 1.806587 0.837900 0.0 0.0 0.0
C 3.505247 -0.374210 -0.177485 -0.7 0.3 2.1
H -3.009565 -7.438456 3.101098 0.0 0.0 0.0
N -6.587879 3.896340 -2.967957 -0.2 0.2 0.0
C 0.897582 -1.123750 2.300449 0.9 -0.4 0.8
H 7.374044 -2.482673 -2.459443 0.0 0.2 0.3
C 1.049668 3.255809 2.804910 -0.1 0.1 0.4
C 6.407214 -6.375216 -0.616142 -0.4 -0.2 0.9
H 0.209564 -0.297293 2.516999 -0.1 -0.2 -0.3
H 0.394388 8.779633 -3.021766 0.0 0.0 0.0
C -0.489780 2.295666 -5.173017 0.2 -0.2 0.1
H 7.200732 -5.986982 1.308157 -0.2 -0.3 0.2
H 2.926163 2.493731 1.426432 0.4 0.0 -0.9
C -9.360465 2.186844 -1.705200 0.0 -0.1 0.4
H 1.394839 -1.513236 -1.065104 -0.2 0.4 0.1
H 0.010963 7.057385 -1.277678 0.0 -0.1 0.0
H -4.792930 1.376839 -2.479652 0.0 0.0 0.0
H 1.691670 6.541814 2.623863 0.0 0.0 0.0
C -4.983524 5.122017 2.000238 0.0 0.0 0.0
N 2.962354 -1.201897 0.815908 0.3 -1.0 -0.3
H -4.237003 2.206878 0.240247 0.1 -0.1 0.1
C 0.077786 5.400117 3.523748 -0.1 0.3 -0.2
H -1.455992 1.883914 -4.877392 0.0 0.1 0.1
O 3.627413 0.284541 -3.924304 -1.6 0.5 0.9
N 3.581512 2.321989 0.649209 0.6 -0.3 0.8
H -4.401288 2.401922 -5.344397 0.1 0.0 0.1
N -8.568877 -0.300088 -1.882571 0.2 -0.2 0.0
H -4.701113 -8.745514 4.389468 0.0 0.1 -0.1
H -0.924027 5.071580 3.240593 0.1 -0.1 0.1
C -4.157862 -7.930725 4.873081 0.0 -0.2 0.1
H 1.638601 2.517492 -6.985236 0.1 0.0 0.0
H -3.958838 4.653868 0.177633 -0.1 0.0 -0.1
H -2.214946 0.626969 0.540123 0.1 -0.2 0.1
N 4.793869 0.037440 0.215295 1.1 -0.2 0.4
C -4.637468 2.172313 -3.211351 -0.1 0.1 -0.2
H 2.995970 -7.783920 2.374466 0.0 -0.3 0.1
H -1.304279 8.741603 -2.574736 0.0 0.0 0.0
H 0.079434 -4.094707 4.944362 -0.2 -0.3 0.1
H 0.914448 1.451571 -1.026741 -0.2 -0.2 0.2
H 5.555824 -5.389364 1.151195 -0.1 -0.3 -0.1
H -0.002937 0.686754 -2.325343 0.0 0.2 0.3
H -9.311800 2.253048 0.454393 0.1 0.1 -0.1
H 4.819052 -8.696723 0.171040 -0.1 0.3 0.0
H 1.918692 4.498257 4.245665 0.0 0.0 0.0
H 7.465639 -4.841371 -2.954382 -0.4 0.1 0.0
C -0.505223 8.164592 -3.042316 0.0 0.0 0.0
C -0.620571 0.014698 -0.441698 -0.3 -0.1 0.8
H 2.317545 0.910351 -6.721932 0.0 0.0 -0.1
H -10.313889 3.490891 -0.287113 0.1 0.0 -0.1
C 0.912137 -2.041013 3.548082 -0.8 0.2 -0.6
H -3.747149 0.902050 -4.697067 0.0 0.0 0.1
H -2.477636 -7.734162 6.239442 0.0 0.0 -0.1
H 0.074599 7.055304 2.134973 0.0 0.0 0.0
H 6.768535 -2.255241 1.913153 -0.4 0.1 -0.1
O 7.072587 -2.692694 -0.378713 -0.4 0.1 -0.6
C 4.570935 -7.928596 0.916210 -0.4 -0.9 1.1
C -0.264733 6.847162 -2.313038 0.2 0.2 -0.2
H 5.930076 -4.394795 -2.080717 0.1 -0.5 0.0
O -0.938850 -1.149103 -0.358197 0.2 0.1 -0.8
C 3.713160 -8.547676 2.051374 0.1 0.7 -0.5
H 2.152138 0.524961 1.691150 0.0 -0.3 0.0
H 4.356543 -8.770961 2.907361 -0.1 -0.3 -0.3
N 2.912318 -0.087350 -1.283090 -0.5 0.7 -0.6
F 5.824297 -0.930409 3.058400 -0.2 0.4 -0.4
H -6.087428 0.050766 -4.343808 0.0 0.0 0.0
H -5.155672 2.298454 1.744151 0.0 0.0 0.1
O 3.286262 2.465992 -2.415737 -0.9 -2.0 -0.2
C 0.921136 4.185790 3.931021 -0.2 0.1 -0.1
H -4.081304 5.215768 2.607420 0.0 0.0 0.0
H -5.783771 4.731369 2.632765 0.0 0.0 0.0
H 2.804232 0.596825 -4.341889 0.2 -0.3 -0.3
C 0.690298 6.187475 2.370362 0.0 0.0 0.0
H 8.693924 -3.198181 -1.547030 -0.2 -0.2 0.2
C -5.730107 3.145053 -3.078643 0.4 -0.3 0.2
H -5.772800 0.456785 -6.033062 0.0 0.0 0.0
H -0.145686 0.777719 -6.656372 -0.1 0.0 0.1
H 2.955779 -0.550111 2.816967 -0.2 -0.1 -0.2
C -3.008678 -8.511779 5.688175 0.0 0.0 0.0
H 7.668559 0.058736 0.562354 0.3 0.0 0.2
```
Forces are in eV/Å.

(2)
This record from OMol25 describes a structure of composition C20H32B2FeN4O6PS2. The level of theory is the ωB97M-V functional and the def2-TZVPD basis.

Calculated values
Spin multiplicity ... 6
E_HOMO (alpha / beta) ... -6.79 / -7.79 eV
Calculated total energy ... -106208.669 eV
Orbital gap (alpha / beta) ... 7.49 / 7.52 eV
Maximum force ... 0.7 eV Å⁻¹

```
68
Properties=species:S:1:pos:R:3:forces:R:3
H 3.365835 -0.398826 1.469464 0.0 0.0 0.0
H -0.915922 5.128866 2.773636 0.0 0.0 0.0
N 0.169233 3.898419 1.409112 0.0 -0.1 0.0
H 2.341061 -1.388953 -3.103012 0.1 0.0 0.0
C 2.483247 0.745443 -3.178912 0.0 0.0 0.0
H -1.594505 1.040837 -4.122594 0.0 0.0 0.0
H -4.965020 -5.796927 0.165550 0.0 0.0 0.0
C -3.540838 -2.362753 -0.698794 0.0 0.0 0.0
H 2.253721 -4.242621 -0.404735 0.0 0.0 0.0
C 0.435757 3.582102 3.579911 -0.1 0.1 0.0
H 1.218891 -2.902611 -0.983181 0.0 -0.1 0.0
P 0.846925 -1.772583 1.611174 0.4 0.2 -0.1
C -1.070739 2.553315 -1.188620 -0.1 0.0 0.0
S 1.797020 1.971901 0.296488 0.2 -0.2 0.4
H -6.427766 -4.045692 -0.729179 0.0 0.0 0.0
O -1.443028 -2.852605 -0.092158 0.0 0.0 0.0
B -0.285247 4.697870 0.143500 0.0 0.0 0.0
H 1.587621 0.861790 -3.791636 0.0 0.0 0.0
C 2.420419 -0.555761 -2.388708 -0.1 0.1 -0.1
O 1.263898 -0.581622 -1.595722 0.1 -0.1 -0.1
H 1.967835 1.762025 4.561420 0.0 0.0 0.0
H 3.354402 0.759361 -3.836809 0.0 0.0 0.0
H -1.286073 5.292255 0.459799 0.0 0.0 0.0
C 1.031490 2.881406 1.554285 0.0 0.1 -0.2
H -2.489389 0.661709 -2.627080 0.0 0.0 0.0
C -4.546655 -4.829092 -0.075938 0.0 0.0 0.0
C -5.376372 -3.835145 -0.585296 0.0 0.0 0.0
N 1.209889 2.683979 2.880148 0.0 0.0 0.0
H 3.706782 -2.139687 1.692033 0.0 0.0 0.0
Fe 0.314565 -0.056716 -0.154169 -0.6 0.1 -0.3
H 4.563620 -0.766911 -2.143922 0.0 0.0 0.0
H 3.967053 -1.000802 3.035236 0.0 0.0 0.0
C 1.322757 -3.701255 -0.247854 0.1 0.1 0.0
C -3.186543 -4.604105 0.132186 0.0 0.0 0.0
H 3.150187 1.992438 3.250926 0.0 0.0 0.0
H -5.522823 -1.789816 -1.298554 0.0 0.0 0.0
C -0.599756 3.263594 -3.239290 0.0 0.1 0.0
H 0.164237 5.202237 -2.514665 0.0 0.0 0.0
H -0.524609 3.217829 -4.310348 0.0 0.0 0.0
H -1.984917 -1.054506 2.032194 0.0 0.0 0.0
H -0.925436 -0.226308 3.201403 0.0 0.0 0.0
H 3.604769 -1.705744 -0.988829 0.0 0.0 0.0
C -1.523858 0.939222 -3.041646 0.0 0.0 0.0
H -2.533016 -5.367896 0.530357 0.0 0.0 0.0
C 3.343965 -1.233066 2.175299 0.0 0.0 -0.1
S -1.613960 1.487364 0.063960 0.1 0.2 -0.1
O -2.806543 -1.226516 -0.906286 0.1 0.1 -0.1
C -4.885832 -2.571015 -0.908300 0.0 0.0 0.0
C -1.345263 -1.190077 2.906713 0.0 0.0 0.0
H 2.545615 1.600623 -2.502877 0.0 0.0 0.0
C 3.660003 -0.759960 -1.531630 0.0 0.1 0.0
C 2.117806 1.733610 3.484825 0.0 0.0 0.0
H 1.908632 0.732384 3.124472 0.0 0.0 0.0
B -1.485370 -1.505419 -0.518017 0.0 -0.2 0.4
O 2.015385 -1.434545 2.673861 -0.1 -0.1 0.1
H 0.477170 -4.377016 -0.304271 0.0 0.0 0.0
H 3.743874 0.056667 -0.810641 0.0 0.0 0.0
H 0.423991 3.606773 4.654021 0.0 0.0 0.0
H -0.793953 0.165610 -2.799248 0.0 0.0 0.0
N -1.105553 2.219900 -2.501582 0.1 0.0 0.1
H -1.930275 -1.597468 3.726442 0.0 0.0 0.0
C -0.268056 4.231798 -2.356952 0.0 0.0 -0.1
H 0.601631 5.445053 -0.190058 0.0 0.0 0.0
O -0.313168 -2.147008 2.634628 0.1 -0.1 0.0
N -0.567320 3.787203 -1.091687 0.1 -0.1 0.0
O 1.408163 -3.155804 1.077438 -0.1 -0.1 0.2
C -2.716346 -3.351941 -0.194084 0.0 0.0 0.0
C -0.213317 4.325215 2.656813 0.0 0.0 0.1
```
Forces are in eV/Å.

(3)
This record from OMol25 describes the molecule C4H8NO2P. The level of theory is the ωB97M-V functional and the def2-TZVPD basis.

Calculated values
Spin multiplicity ... 1
E_HOMO ... -9.04 eV
SMILES ... [H]/N=C(\P=O)[C@H](C)OC
Calculated total energy ... -19148.937 eV
Energy above the lowest of the compared OMol25 structures with the same formula, charge and spin ... 306.6 kJ/mol
Orbital gap ... 7.70 eV
Maximum force ... 4.3 eV Å⁻¹

```
16
Properties=species:S:1:pos:R:3:forces:R:3
O -3.589788 -0.774634 0.498593 0.0 0.1 0.0
O 1.448877 0.187763 0.190322 -1.8 -2.2 0.4
H 0.048039 0.617871 -1.237932 0.2 -0.6 0.4
H -0.073685 -1.884736 -1.963761 -0.4 1.1 -0.8
C -1.058619 0.013596 0.406643 0.4 0.5 2.1
H 1.909448 1.945953 -0.640009 -0.3 0.7 -1.1
H 2.831350 1.487717 0.768366 -2.0 0.3 -0.6
H 1.151385 2.242234 0.985715 0.3 -1.6 -0.9
C 0.164931 -1.583245 -0.958176 -1.2 2.3 -0.5
H -0.476790 -2.140846 -0.368317 -0.8 -1.6 1.5
P -2.593872 -0.455962 -0.547597 -0.5 0.0 0.1
C 0.199656 -0.123878 -0.393656 -0.7 1.1 -2.5
N -1.007997 0.356646 1.631919 1.7 0.0 -1.3
H 1.130553 -1.822768 -0.871493 3.7 -1.8 0.8
H -1.827749 0.421038 2.181150 -1.6 -0.2 0.1
C 1.744258 1.513252 0.318234 3.0 2.0 2.3
```
Forces are in eV/Å.

(4)
This record from OMol25 describes the molecule C3H8N2. The level of theory is the ωB97M-V functional and the def2-TZVPD basis.

Calculated values
Spin multiplicity ... 1
E_HOMO ... -7.54 eV
SMILES ... C/C(N)=C/N
Calculated total energy ... -6220.363 eV
Energy above the lowest of the compared OMol25 structures with the same formula, charge and spin ... 143.2 kJ/mol
Orbital gap ... 8.59 eV
Maximum force ... 0.7 eV Å⁻¹

```
13
Properties=species:S:1:pos:R:3:forces:R:3
H 2.405867 0.332570 -0.502885 0.3 0.1 0.0
H -2.263308 0.142001 -0.085616 0.2 0.0 0.0
C 1.874075 -0.075782 0.355302 -0.5 0.2 -0.4
H -2.357430 -1.376574 -0.803647 0.2 -0.1 0.0
N -1.817647 -0.743808 -0.244710 -0.4 0.0 0.1
C -0.440202 -0.894520 -0.087570 -0.3 0.3 0.3
H 2.231177 0.438676 1.245914 -0.1 0.0 0.1
H -0.119598 -1.921509 0.034172 0.2 0.0 -0.2
H -0.807049 1.557606 -0.669547 0.2 -0.1 -0.1
H -0.238969 1.968873 0.775253 0.4 -0.2 0.1
N 0.022546 1.488463 -0.083588 -0.6 0.2 -0.2
C 0.409200 0.122096 0.085874 0.2 0.0 0.2
H 2.092972 -1.125991 0.432376 0.2 -0.5 0.1
```
Forces are in eV/Å.

(5)
This record from OMol25 describes the molecule C6H7N3O. The level of theory is the ωB97M-V functional and the def2-TZVPD basis.

Calculated values
Spin multiplicity ... 1
E_HOMO ... -8.24 eV
SMILES ... CN1NOc2ccncc21
Calculated total energy ... -12849.162 eV
Energy above the lowest of the compared OMol25 structures with the same formula, charge and spin ... 377.7 kJ/mol
Orbital gap ... 9.17 eV
Maximum force ... 3.0 eV Å⁻¹

```
17
Properties=species:S:1:pos:R:3:forces:R:3
N -2.191856 1.142770 -0.573779 0.5 1.1 0.5
O 0.154039 -2.013026 0.241781 0.7 0.4 0.4
C -2.055582 -1.047648 0.342482 1.9 1.4 0.1
N 1.372351 0.027900 -0.377757 0.7 -2.1 0.5
H 2.307964 1.912165 -0.206927 -0.9 -0.5 1.0
H 3.332438 0.726840 0.152045 1.4 -1.4 -0.3
H -3.788478 0.011003 -0.252879 -1.7 0.0 0.3
H 1.983161 -2.022806 -0.565929 -0.6 0.1 -0.3
H -2.386885 -1.966462 0.683791 -1.3 -1.5 0.5
C -0.844444 1.247701 -0.578574 -0.1 1.8 0.2
N 1.524763 -1.507158 0.186422 -0.6 2.8 0.2
C -2.765219 0.086322 -0.062322 1.1 -0.9 -1.1
C -0.693933 -0.934779 0.251993 1.6 0.4 -2.2
C 2.322133 0.931795 0.336736 -1.7 0.5 -1.4
H 2.153530 0.927952 1.396885 -0.2 0.5 0.5
H -0.404735 2.247411 -0.705244 -0.4 -0.4 -0.7
C -0.019253 0.230013 -0.268718 -0.2 -2.4 1.7
```
Forces are in eV/Å.